The following is a quantum chemistry calculation of 10 unconnected molecules or ions with the total composition C30H55Cl10N5 at a distorted geometry, from OMol25.

Each line ends with the Mulliken charge.
Atoms and positions in Å:
C (-0.880, -5.259, 2.754)  -0.5732
C (-1.643, -5.807, 3.942)  -0.6265
C (-3.035, -5.194, 4.116)  -0.4578
C (-3.751, -5.076, 2.840)  0.2919
N (-4.291, -4.979, 1.834)  -0.4483
H (-1.306, -5.658, 1.832)  0.0638
H (0.196, -5.389, 2.811)  0.3886
H (-1.061, -4.180, 2.683)  0.0933
H (-1.090, -5.693, 4.878)  0.3525
H (-1.676, -6.896, 3.834)  0.3114
H (-3.043, -4.228, 4.618)  0.2815
H (-3.632, -5.871, 4.735)  0.3321
C (3.688, -2.959, -1.184)  -1.2040
C (2.456, -3.833, -0.912)  0.6393
C (2.600, -4.726, 0.332)  -0.3082
C (2.644, -3.964, 1.577)  0.1487
N (2.638, -3.365, 2.555)  -0.4682
H (3.550, -2.312, -2.046)  0.2585
H (4.551, -3.621, -1.298)  0.4234
H (3.908, -2.307, -0.335)  0.2022
H (2.189, -4.444, -1.774)  -0.0115
H (1.643, -3.133, -0.707)  -0.1521
H (3.362, -5.496, 0.274)  0.4876
H (1.609, -5.204, 0.400)  0.0759
C (2.627, 5.043, -0.020)  -1.1656
C (2.695, 3.982, -1.129)  0.0735
C (3.264, 2.648, -0.647)  0.9381
C (4.523, 2.705, 0.081)  -0.1543
N (5.516, 2.737, 0.653)  -0.5285
H (3.652, 5.333, 0.209)  0.4127
H (2.005, 4.781, 0.830)  0.1705
H (2.159, 5.932, -0.462)  0.3928
H (3.280, 4.344, -1.973)  0.3406
H (1.699, 3.720, -1.494)  -0.1662
H (3.402, 1.934, -1.468)  0.4062
H (2.552, 2.102, -0.021)  -0.6919
C (-0.620, 4.763, 4.247)  -1.1590
C (-1.464, 3.512, 4.105)  0.0950
C (-2.917, 3.936, 3.815)  -0.4204
C (-3.862, 2.833, 3.758)  0.0895
N (-4.591, 1.953, 3.695)  -0.4155
H (0.426, 4.579, 4.495)  0.2455
H (-1.027, 5.381, 5.050)  0.4001
H (-0.587, 5.317, 3.307)  0.2891
H (-1.455, 2.851, 4.971)  0.3541
H (-1.137, 2.930, 3.241)  -0.0893
H (-2.952, 4.428, 2.839)  0.2934
H (-3.257, 4.653, 4.565)  0.3285
C (-1.260, 7.067, -3.467)  -1.2636
C (-0.576, 5.782, -3.045)  -0.1187
C (-0.925, 4.591, -3.952)  -0.3257
C (-0.695, 3.300, -3.296)  0.1162
N (-0.513, 2.296, -2.773)  -0.3478
H (-0.694, 7.703, -4.154)  0.3281
H (-1.551, 7.698, -2.629)  0.3434
H (-2.175, 6.849, -4.028)  0.3170
H (-0.891, 5.538, -2.028)  0.3262
H (0.514, 5.833, -3.005)  0.1641
H (-0.330, 4.566, -4.867)  0.2695
H (-1.982, 4.610, -4.227)  0.2301
Cl (-0.499, -1.774, 1.191)  -0.0037
C (0.309, -0.208, 1.026)  -0.0949
C (0.160, 0.343, -0.369)  -0.1552
Cl (1.168, -0.586, -1.505)  -0.1260
H (1.341, -0.289, 1.363)  -0.1765
H (-0.126, 0.508, 1.726)  0.0060
H (0.430, 1.391, -0.425)  0.0412
H (-0.874, 0.196, -0.671)  0.3629
Cl (-4.174, 2.409, -3.992)  -0.2310
C (-3.818, 1.047, -2.895)  -0.0377
C (-5.061, 0.683, -2.140)  -0.5040
Cl (-4.690, -0.725, -1.085)  -0.1685
H (-3.016, 1.297, -2.201)  -0.0016
H (-3.421, 0.228, -3.490)  0.2751
H (-5.866, 0.376, -2.799)  0.3227
H (-5.377, 1.478, -1.475)  0.3307
Cl (-1.786, -3.434, -2.692)  -0.1565
C (-1.614, -4.553, -1.303)  -0.0008
C (-2.724, -5.579, -1.262)  -0.4545
Cl (-2.726, -6.601, -2.722)  -0.2089
H (-1.680, -3.910, -0.428)  -0.0516
H (-0.643, -5.029, -1.402)  0.2201
H (-3.697, -5.110, -1.170)  0.4156
H (-2.568, -6.227, -0.403)  0.2263
Cl (3.520, -3.780, -4.715)  -0.1878
C (1.771, -4.017, -5.020)  -0.4973
C (0.975, -2.760, -4.800)  0.2233
Cl (1.504, -1.443, -5.880)  -0.2018
H (1.461, -4.761, -4.284)  0.2204
H (1.642, -4.455, -6.004)  0.4241
H (0.994, -2.414, -3.772)  -0.2015
H (-0.057, -2.986, -5.069)  0.2439
Cl (1.632, 2.391, 2.778)  -0.0643
C (3.062, 2.219, 3.774)  -0.5220
C (3.634, 0.844, 3.888)  -0.7447
Cl (3.882, 0.044, 2.314)  -0.0790
H (2.922, 2.644, 4.770)  0.3757
H (3.861, 2.848, 3.370)  0.2946
H (3.045, 0.174, 4.512)  0.3117
H (4.629, 0.884, 4.327)  0.3969

E_HOMO: -10.48 eV
Energy above the lowest of the compared OMol25 structures with the same formula, charge and spin: 0.0 kJ/mol
Gap between HOMO and LUMO: 10.6 eV
Charge: 0

=====

The following is a quantum chemistry calculation of a molecular structure, C75H160N8O9 at a distorted geometry, from OMol25.

Each line ends with the Mulliken charge.
Atoms and positions in Å:
C (-0.478, 1.885, -0.867)  -0.2228
C (0.243, 0.877, 0.056)  0.7883
C (-0.268, 1.093, 1.407)  -0.5411
O (-0.014, -0.408, -0.344)  0.8137
H (-0.536, 1.462, -1.870)  -0.9647
H (0.157, 2.769, -0.921)  -0.4559
H (-1.515, 2.137, -0.643)  0.6554
H (1.333, 0.906, 0.062)  -0.7519
H (-0.059, 2.078, 1.825)  0.0511
H (0.140, 0.344, 2.086)  0.2830
H (-1.356, 1.051, 1.457)  -0.0889
H (0.359, -0.527, -1.220)  -0.9159
C (1.095, -0.534, -4.442)  -1.2066
C (2.458, -0.116, -3.843)  -0.4518
C (3.332, 0.572, -4.943)  -1.3544
C (2.917, 2.032, -5.162)  -0.9556
C (2.788, 2.810, -3.841)  -0.5925
C (1.942, 2.162, -2.748)  -0.1874
N (2.326, 0.757, -2.651)  -0.8581
O (1.777, 0.173, -1.548)  0.7790
C (2.301, 2.888, -1.410)  -0.6449
C (0.366, 2.251, -3.091)  0.4933
C (3.142, -1.459, -3.479)  -0.9768
H (0.398, -0.937, -3.708)  -0.6586
H (1.230, -1.292, -5.214)  0.4492
H (0.606, 0.239, -5.035)  0.5209
H (4.312, 0.656, -4.474)  0.4720
H (3.284, -0.039, -5.844)  0.3504
H (2.073, 1.987, -5.850)  0.2417
H (3.740, 2.513, -5.689)  0.6566
H (2.413, 3.810, -4.059)  0.1397
H (3.800, 3.074, -3.532)  0.4389
H (3.295, 2.577, -1.088)  1.0682
H (2.321, 3.976, -1.472)  -0.1664
H (1.616, 2.532, -0.641)  0.2475
H (0.063, 1.916, -4.082)  -0.3537
H (-0.222, 1.596, -2.448)  -0.0212
H (-0.017, 3.244, -2.856)  -0.0277
H (3.290, -2.076, -4.365)  0.4250
H (2.539, -2.094, -2.829)  -0.5486
H (4.054, -1.416, -2.883)  1.6054
H (2.571, 0.046, -1.024)  -0.3259
C (1.573, -3.115, 3.549)  -0.5532
C (0.214, -2.410, 3.138)  0.3573
C (-0.772, -3.538, 2.704)  0.5546
C (-1.341, -4.295, 3.863)  -1.4454
C (-1.919, -3.436, 4.980)  -1.1745
C (-0.909, -2.284, 5.481)  1.6743
N (-0.419, -1.584, 4.255)  -0.1104
O (0.327, -0.451, 4.627)  -0.0762
C (-1.798, -1.274, 6.263)  -1.9374
C (0.224, -2.884, 6.358)  -1.5887
C (0.458, -1.404, 1.937)  -1.2663
H (2.047, -3.621, 2.707)  -0.3915
H (1.360, -3.841, 4.334)  0.7801
H (2.213, -2.377, 4.033)  -0.0248
H (-1.600, -2.988, 2.257)  -0.6753
H (-0.355, -4.182, 1.930)  -0.2745
H (-0.540, -4.924, 4.251)  0.4390
H (-2.121, -5.001, 3.577)  0.5104
H (-2.270, -4.112, 5.759)  0.5303
H (-2.863, -2.969, 4.700)  0.4023
H (-1.382, -0.650, 7.054)  0.3139
H (-2.245, -0.590, 5.542)  0.3037
H (-2.623, -1.865, 6.658)  0.5300
H (1.179, -2.377, 6.220)  0.1321
H (0.069, -2.827, 7.435)  0.4798
H (0.347, -3.943, 6.134)  0.3429
H (0.734, -1.996, 1.064)  0.5070
H (1.297, -0.799, 2.277)  0.0524
H (-0.421, -0.794, 1.726)  -1.0271
H (-0.190, 0.266, 4.253)  0.0705
C (-5.642, -2.719, 0.339)  -1.3837
C (-5.318, -1.554, 1.336)  2.0758
C (-4.411, -2.138, 2.434)  -1.5269
C (-2.927, -2.025, 2.019)  1.1657
C (-2.526, -0.695, 1.434)  -0.5731
C (-3.356, -0.187, 0.268)  2.5853
N (-4.755, -0.277, 0.749)  0.3480
O (-5.639, 0.380, -0.115)  -0.5533
C (-2.901, 1.226, -0.056)  -2.2506
C (-3.047, -1.062, -0.936)  0.8550
C (-6.597, -1.139, 2.117)  -2.0935
H (-6.586, -3.257, 0.431)  0.4463
H (-4.780, -3.385, 0.296)  0.2864
H (-5.715, -2.321, -0.673)  0.1261
H (-4.639, -1.520, 3.302)  0.5032
H (-4.695, -3.170, 2.642)  0.3081
H (-2.808, -2.833, 1.297)  -0.6629
H (-2.269, -2.376, 2.813)  -1.2892
H (-1.476, -0.755, 1.147)  -0.3887
H (-2.582, -0.016, 2.285)  1.1867
H (-3.517, 1.674, -0.836)  0.7362
H (-2.941, 1.975, 0.735)  0.9147
H (-1.849, 1.125, -0.321)  -0.5751
H (-3.066, -2.114, -0.651)  0.2935
H (-3.770, -0.837, -1.720)  -0.4410
H (-2.029, -0.992, -1.318)  0.1391
H (-7.310, -0.570, 1.521)  0.4298
H (-6.360, -0.443, 2.921)  0.4292
H (-7.136, -1.948, 2.610)  0.3881
H (-5.638, -0.246, -0.843)  0.4262
C (0.300, -3.707, 0.626)  -1.6394
C (-0.133, -3.122, -0.770)  -0.8923
C (1.197, -2.687, -1.580)  -1.1020
C (1.005, -2.290, -3.010)  0.0882
C (0.272, -3.408, -3.713)  -1.4672
C (-1.044, -3.867, -3.045)  1.2479
N (-0.785, -4.160, -1.624)  0.2890
O (-1.940, -4.739, -1.078)  -0.3984
C (-2.153, -2.859, -3.499)  -0.7804
C (-1.444, -5.138, -3.714)  -2.2423
C (-1.075, -1.940, -0.522)  0.4300
H (0.942, -3.128, 1.291)  0.9812
H (0.943, -4.567, 0.443)  1.1681
H (-0.587, -4.009, 1.182)  0.4646
H (1.625, -1.868, -1.002)  1.3708
H (1.887, -3.531, -1.573)  0.7850
H (1.996, -2.106, -3.425)  -0.7469
H (0.429, -1.366, -3.048)  -0.1345
H (1.021, -4.193, -3.811)  0.6458
H (0.101, -3.132, -4.754)  0.4200
H (-1.941, -1.936, -2.959)  -0.5703
H (-2.035, -2.614, -4.554)  -0.0353
H (-3.119, -3.212, -3.137)  0.8276
H (-2.462, -5.476, -3.520)  0.3265
H (-1.374, -5.115, -4.802)  0.3335
H (-0.738, -5.884, -3.349)  0.5915
H (-0.993, -1.090, -1.201)  0.5479
H (-0.925, -1.612, 0.506)  0.2508
H (-2.115, -2.268, -0.518)  -0.1375
H (-1.757, -5.657, -1.289)  0.5063
C (1.786, -0.038, 0.909)  0.8853
C (3.188, -0.695, 0.982)  1.9281
C (2.994, -1.811, 2.058)  0.2878
C (3.991, -3.015, 2.056)  -0.5824
C (3.900, -3.617, 0.575)  -1.3747
C (4.154, -2.561, -0.569)  1.2438
N (3.353, -1.357, -0.348)  1.1355
O (3.555, -0.434, -1.364)  -0.3949
C (5.642, -2.326, -0.614)  -1.8814
C (3.790, -3.160, -1.868)  -1.0074
C (4.333, 0.220, 1.374)  -1.6626
H (1.846, 0.955, 0.463)  0.6694
H (1.483, 0.116, 1.945)  -2.7542
H (1.056, -0.785, 0.597)  1.6276
H (3.149, -1.328, 3.023)  -0.9970
H (1.958, -2.147, 2.088)  -0.8098
H (3.496, -3.820, 2.599)  0.5288
H (5.008, -2.758, 2.353)  0.4128
H (2.929, -4.080, 0.398)  0.3877
H (4.639, -4.418, 0.562)  0.6191
H (5.915, -1.369, -1.059)  0.2195
H (6.160, -2.241, 0.342)  0.3370
H (6.155, -3.101, -1.182)  0.4993
H (4.134, -4.167, -2.103)  0.2838
H (2.700, -3.165, -1.910)  0.2095
H (4.180, -2.523, -2.661)  0.5593
H (4.483, 0.948, 0.576)  0.1488
H (5.350, -0.170, 1.327)  0.1322
H (4.075, 0.776, 2.275)  0.7549
H (2.808, -0.524, -1.961)  0.0530
C (2.871, -0.863, 4.489)  -0.6287
C (2.484, 0.605, 4.210)  0.9381
C (1.341, 1.080, 5.132)  -0.6850
C (1.781, 1.422, 6.628)  -1.1386
C (2.898, 2.519, 6.527)  -1.3788
C (4.124, 2.057, 5.711)  1.5312
N (3.650, 1.569, 4.322)  0.4492
O (4.622, 1.276, 3.375)  -0.4216
C (5.034, 3.331, 5.391)  -1.7930
C (4.917, 0.947, 6.483)  -1.5100
C (1.903, 0.724, 2.766)  0.6491
H (3.823, -1.109, 4.018)  0.5426
H (2.128, -1.523, 4.042)  -1.2501
H (2.821, -1.075, 5.557)  0.8245
H (0.903, 2.005, 4.756)  0.8486
H (0.555, 0.327, 5.198)  0.4309
H (2.185, 0.582, 7.194)  0.3060
H (0.907, 1.769, 7.179)  0.5660
H (3.151, 2.857, 7.532)  0.5591
H (2.401, 3.366, 6.055)  0.3804
H (4.444, 4.152, 4.984)  0.3548
H (5.533, 3.705, 6.285)  0.4112
H (5.799, 3.202, 4.626)  0.3565
H (5.367, 1.467, 7.329)  0.4995
H (4.251, 0.153, 6.822)  0.2979
H (5.632, 0.524, 5.778)  0.2591
H (2.523, 0.208, 2.033)  -1.2607
H (1.799, 1.760, 2.441)  0.5974
H (0.926, 0.243, 2.751)  -1.0845
H (4.955, 0.428, 3.679)  0.4660
C (-4.664, 0.551, -3.197)  -2.0222
C (-3.367, 1.449, -3.349)  0.6540
C (-2.265, 1.111, -2.250)  -0.3125
C (-1.557, -0.197, -2.326)  0.0703
C (-0.909, -0.260, -3.696)  1.4422
C (-1.839, -0.011, -4.892)  1.9641
N (-2.775, 1.135, -4.697)  0.3379
O (-3.681, 1.418, -5.730)  -0.5463
C (-0.965, 0.207, -6.103)  -2.4191
C (-2.687, -1.337, -5.204)  -1.4263
C (-3.804, 2.957, -3.169)  -1.5165
H (-5.157, 0.722, -2.240)  0.4226
H (-4.364, -0.497, -3.173)  0.7214
H (-5.442, 0.727, -3.940)  0.6076
H (-1.568, 1.921, -2.037)  -1.3701
H (-2.877, 1.091, -1.348)  -1.1131
H (-2.202, -1.055, -2.140)  -0.1572
H (-0.678, -0.180, -1.681)  0.7759
H (-0.346, -1.182, -3.840)  1.4654
H (-0.085, 0.453, -3.662)  -0.0048
H (-0.440, 1.161, -6.154)  0.3371
H (-0.189, -0.559, -6.113)  0.4432
H (-1.503, 0.034, -7.035)  0.4959
H (-3.590, -1.108, -5.770)  0.4085
H (-2.124, -2.171, -5.622)  0.4505
H (-2.993, -1.684, -4.217)  0.3079
H (-2.955, 3.590, -3.426)  0.5720
H (-4.173, 3.094, -2.153)  0.2393
H (-4.686, 3.109, -3.791)  0.4969
H (-4.306, 0.694, -5.646)  0.4138
C (-1.851, 6.825, 1.106)  -1.8921
C (-1.989, 6.102, -0.223)  1.4752
C (-1.913, 7.185, -1.378)  -1.4676
C (-1.821, 6.609, -2.763)  -0.6932
C (-0.626, 5.697, -2.888)  -1.1280
C (-0.507, 4.558, -1.715)  1.2649
N (-0.854, 5.151, -0.441)  -0.1702
O (-0.597, 4.222, 0.618)  -0.2284
C (-1.400, 3.406, -2.112)  -0.8667
C (0.937, 4.237, -1.682)  -1.4607
C (-3.421, 5.393, -0.249)  -1.3047
H (-1.638, 6.284, 2.028)  0.2860
H (-2.762, 7.382, 1.324)  0.4354
H (-1.099, 7.602, 0.969)  0.4246
H (-2.724, 7.912, -1.345)  0.5660
H (-1.152, 7.952, -1.237)  0.4995
H (-1.811, 7.388, -3.526)  0.5588
H (-2.672, 5.990, -3.048)  0.0265
H (0.306, 6.241, -3.042)  0.4492
H (-0.872, 5.249, -3.851)  0.0991
H (-1.587, 2.685, -1.316)  -0.0670
H (-2.419, 3.724, -2.331)  -0.9683
H (-1.125, 2.876, -3.024)  0.0945
H (1.381, 5.211, -1.474)  0.6229
H (1.315, 3.490, -0.984)  0.2469
H (1.315, 4.046, -2.686)  0.8156
H (-4.289, 6.006, -0.491)  0.3364
H (-3.580, 4.941, 0.730)  0.3922
H (-3.529, 4.541, -0.920)  0.2192
H (0.327, 4.426, 0.778)  0.4428

E_HOMO: -6.38 eV
Energy above the lowest of the compared OMol25 structures with the same formula, charge and spin: 12687.6 kJ/mol
Gap between HOMO and LUMO: 6.9 eV
Charge: 0

=====

The following is a quantum chemistry calculation of C7H10 in the gas phase at a distorted geometry, from OMol25.

Each line ends with the natural charge from an NBO analysis.
Atoms and positions in Å:
C (-0.969, 0.926, 1.490)  -0.5885
C (-0.544, 0.458, 0.020)  -0.0684
C (0.704, 0.983, -0.759)  -0.3987
C (0.818, -0.498, -1.196)  -0.2545
C (-0.758, -0.471, -1.267)  -0.3542
C (1.040, -1.252, 0.087)  -0.2245
C (0.166, -0.797, 0.939)  -0.2057
H (-1.990, 0.621, 1.679)  0.2213
H (-0.415, 0.560, 2.407)  0.2033
H (-0.783, 1.977, 1.521)  0.2061
H (1.479, 1.429, -0.140)  0.2031
H (0.531, 1.626, -1.646)  0.2075
H (1.449, -0.814, -2.030)  0.2102
H (-1.278, -1.415, -1.102)  0.2090
H (-1.098, -0.013, -2.209)  0.2053
H (1.667, -2.100, 0.259)  0.2104
H (-0.019, -1.221, 1.945)  0.2182

E_HOMO: -8.69 eV
Energy above the lowest of the compared OMol25 structures with the same formula, charge and spin: 475.0 kJ/mol
Gap between HOMO and LUMO: 9.8 eV
Charge: 0